The following is a quantum chemistry calculation of an isolated molecule of C5H7NS, from OMol25.

Properties
E_LUMO (eV): 0.835
Charge: 0
HOMO (eV): -6.9
Energy above the lowest of the compared OMol25 structures with the same formula, charge and spin (kcal per mole): 59.3
SMILES string: C=C1SC=CN1C

```
14
C5H7NS | OMol25 | ωB97M-V/def2-TZVPD
C 1.03 1.81 0.83
C -0.01 1.02 0.05
S -1.02 1.69 -1.24
C -1.51 0.12 -1.67
C -1.00 -0.91 -0.92
N -0.06 -0.38 0.02
C 0.79 -1.19 0.78
H 0.99 2.81 0.83
H 1.61 1.27 1.65
H -2.25 -0.01 -2.42
H -1.49 -1.89 -1.02
H 0.45 -1.24 1.89
H 0.50 -2.15 0.39
H 1.96 -0.94 0.82
```